# 1
Below is a cluster of 4 separate species, C27H57NO6P in total, with properties calculated with wB97M-V/def2-TZVPD.

Calculated values
Net charge = -1

The geometry in XYZ format:
```
92
Properties=species:S:1:pos:R:3:mulliken_charge:R:1
P -3.2598 0.4768 -0.6533 0.403
O -1.8577 0.2748 -1.7523 -0.409
O -1.8563 -0.9106 6.7114 -0.416
O 7.6125 -1.2935 -3.2984 -0.411
O 0.8755 0.5276 -2.1042 -0.044
O -2.1063 0.2133 0.6899 -0.218
O -6.0463 1.0336 2.8025 -0.440
N -4.3643 0.8693 -2.0050 -0.582
C -5.0190 -0.2270 -2.6835 -0.577
C -0.3395 3.2088 -3.3888 -1.266
C 2.4632 -0.2649 -3.7425 -0.505
C -0.8402 -0.1725 0.2515 -0.266
C -0.9947 -0.6565 -1.1834 0.326
C 1.1433 3.2904 -1.3495 -1.502
C -4.7198 1.2371 3.2715 -0.797
C -4.1443 -0.9988 -3.6988 -0.622
C -1.4506 -2.3593 8.6599 -1.118
C 1.7445 0.7577 -3.1093 0.847
C -2.3845 -1.9233 7.5418 -0.302
C 0.2919 -0.7628 -1.9713 -1.305
C -7.0629 0.6621 5.0145 -0.986
C 4.1258 -1.0927 -5.4514 -1.667
C 3.4823 1.3350 -5.2005 -0.952
C -3.9068 -0.0334 3.4246 -0.724
C -6.8466 0.1815 3.5862 -0.317
C 8.8825 -1.1846 -2.6881 -0.341
C 3.3363 0.0149 -4.7889 0.914
C 2.7707 2.3468 -4.5554 -1.017
C -0.8344 -2.4160 5.0545 -0.958
C 8.9241 -1.6713 -1.2487 -1.032
C 6.8053 0.9509 -2.6638 -1.108
C 1.1168 3.2312 -2.8829 0.473
C 1.9056 2.0951 -3.5026 0.149
C 6.5696 -0.5490 -2.6851 0.234
C -0.6751 -1.2398 6.0009 -0.403
H 1.5993 4.1477 -3.2497 0.475
H -1.0141 -3.3496 5.5912 0.311
H 2.3490 -1.2924 -3.4133 0.340
H -1.1239 -1.4956 9.2410 0.284
H -1.6706 -2.2451 4.3753 0.185
H 6.3734 -0.9216 -1.6735 0.288
H 4.0240 -2.0361 -4.9134 0.290
H 0.1553 -1.4160 6.6964 0.361
H 0.8091 4.2830 -1.0283 0.452
H 0.0571 -1.1644 -2.9658 0.609
H 2.8904 3.3771 -4.8826 0.330
H -0.1751 0.7088 0.2058 0.120
H 5.6830 -0.7576 -3.2794 -0.227
H -0.5641 -2.8678 8.2781 0.264
H -4.2505 1.8816 2.5293 0.396
H -2.6940 -2.7910 6.9474 0.306
H 0.4554 2.5603 -0.9160 0.140
H -4.3174 -0.6849 4.2025 0.386
H -0.4326 -0.3414 5.4340 0.347
H -3.2905 -1.4896 7.9665 0.358
H -5.3776 -0.9228 -1.9167 0.339
H -4.7435 1.7872 4.2224 0.392
H 8.3365 -1.0369 -0.5843 0.267
H -0.3915 3.5344 -4.4333 0.385
H 9.2556 -0.1550 -2.7493 0.296
H -3.0194 1.8952 -0.5211 -0.201
H -6.1385 0.6462 5.5935 0.202
H 7.0164 1.3159 -3.6702 0.274
H -1.9680 -3.0521 9.3253 0.403
H -0.3811 -0.9036 0.9361 0.224
H 9.5415 -1.7988 -3.3032 0.344
H 0.0715 -2.5446 4.4614 0.394
H -3.8778 -0.5821 2.4834 0.262
H 5.9105 1.4543 -2.2966 0.340
H -3.4835 -0.9484 -0.7964 -0.217
H -3.6307 -1.8396 -3.2219 0.139
H 3.7896 -1.2575 -6.4811 0.433
H -2.8837 0.2157 3.7055 0.297
H -7.7833 0.0155 5.5199 0.395
H -7.8050 0.1382 3.0657 0.350
H 7.6377 1.2318 -2.0156 0.380
H -3.8677 1.4463 -2.6733 0.272
H 4.1567 1.5662 -6.0205 0.377
H -0.9658 3.8704 -2.7813 0.383
H -1.4560 -1.6607 -1.2289 0.090
H -0.7538 2.1993 -3.3103 0.159
H 5.1819 -0.8114 -5.4990 0.406
H 0.9968 -1.4343 -1.4608 0.312
H 2.1482 3.1156 -0.9531 0.357
H -6.4415 -0.8381 3.5932 0.290
H 9.9531 -1.6662 -0.8858 0.389
H -4.7321 -1.3712 -4.5437 0.402
H -4.3125 0.5369 0.3261 -0.196
H 8.5353 -2.6881 -1.1794 0.284
H -3.3557 -0.3344 -4.0678 0.059
H -5.9180 0.1369 -3.2043 0.361
H -7.4485 1.6832 5.0176 0.278
```

# 2
Below is a structure of composition C27H58HgNO11S5, with properties calculated with wB97M-V/def2-TZVPD.

Calculated values
Net charge = +1
Energy relative to the best compared isomer or geometry (same formula, charge and spin) = 616.87 kJ/mol

The geometry in XYZ format:
```
103
Properties=species:S:1:pos:R:3:mulliken_charge:R:1
Hg -3.3804 3.7182 -4.2489 0.483
S -6.0159 4.5903 1.1589 1.069
S 1.4637 -4.2182 5.2926 1.026
S 1.4713 5.3742 4.0360 1.049
S 2.2531 4.0960 -6.4554 1.015
S -6.9957 -1.1906 -2.9041 1.072
O -6.0750 6.0166 1.4062 -0.637
O -7.8646 -0.8067 -1.8042 -0.629
O 2.3811 -3.0691 5.4162 -0.626
O 1.9688 -5.6108 5.1853 -0.624
O -5.7140 4.0314 -0.1747 -0.625
O 0.3271 6.0469 3.3896 -0.623
O -6.1872 -0.2156 -3.6252 -0.651
O 0.9311 4.5674 -6.0130 -0.631
O 2.2859 3.0765 -7.5083 -0.644
O -0.9833 1.0571 -2.0446 -0.192
O 2.5119 6.2129 4.6355 -0.637
N 5.9143 -3.8626 -1.1380 0.104
C 1.0568 2.7223 4.3503 -0.458
C 0.3544 -3.9610 3.8270 -0.594
C -7.3485 -3.6692 -3.9677 -0.704
C 2.2883 4.2425 2.8005 -0.641
C 5.6087 -4.4429 -3.5624 -1.302
C 5.1176 -3.5641 -2.3457 -0.246
C -5.5929 2.4825 2.6730 -0.599
C 0.9679 4.0061 5.1820 -0.722
C 0.0430 -4.1788 6.5151 -0.799
C 6.7494 -5.6646 0.3846 -1.354
C 6.2033 -1.3520 -0.4334 -1.368
C -4.8713 3.7831 2.3672 -0.662
C 4.5109 5.5498 -6.0077 -0.631
C 2.3637 2.8878 3.5004 -0.712
C -1.2776 -4.3527 5.7781 -0.456
C 3.3284 5.5332 -6.9614 -0.559
C -0.9708 -3.6569 4.4340 -0.640
C 4.1538 4.7762 -4.7468 -0.569
C 3.3652 3.5558 -5.1022 -0.679
C -7.9162 -2.2391 -4.0796 -0.605
C -5.9752 -2.5842 -2.3164 -0.668
C -7.1287 2.7938 2.8432 -0.624
C -6.8338 -3.8238 -2.5251 -0.588
C 5.8227 -2.8035 -0.0692 -0.396
C 5.6888 -5.2086 -0.5705 -0.278
C -7.5800 3.8652 1.8055 -0.645
C -0.6681 0.1854 -0.9979 -0.332
H 0.2716 2.6166 3.6017 0.234
H 4.0550 -3.7827 -2.2393 0.244
H -6.3539 -4.7874 -2.3542 0.361
H -1.0164 -2.5905 4.6548 0.295
H 3.2600 2.6605 4.0776 0.336
H -7.8563 -1.8188 -5.0836 0.360
H -1.7273 -3.9019 3.6884 0.333
H 1.5399 4.1927 2.0096 0.341
H 3.2674 4.5755 2.4560 0.379
H 5.4378 -5.5123 -3.4389 0.343
H 6.4550 -5.2396 1.3442 0.324
H -5.7381 -2.4586 -1.2599 0.395
H -8.0671 3.4254 0.9353 0.393
H -7.7216 -3.9883 -1.9144 0.306
H 4.9911 4.4447 -4.1328 0.344
H -5.2715 2.1421 3.6573 0.336
H -2.0032 -3.7940 6.3692 0.279
H 6.3622 -3.1140 0.8256 0.369
H 2.8259 2.9872 -4.3447 0.434
H -5.0693 -2.6275 -2.9210 0.349
H 7.1491 -1.2422 -0.9640 0.359
H 6.7501 -6.7518 0.4623 0.403
H 0.3191 -0.2739 -1.0484 0.279
H 4.8276 -2.8568 0.3726 0.376
H -0.0042 4.2821 5.5907 0.411
H 4.9958 -4.1772 -4.4237 0.394
H 1.0782 1.8513 5.0053 0.338
H 4.0779 2.9586 -5.6711 0.321
H 4.7488 -5.2306 -0.0192 0.294
H -7.7415 1.9004 2.7237 0.318
H -5.3816 1.6236 2.0359 0.315
H 0.1051 -3.1506 6.8715 0.349
H 5.5096 -0.8434 -1.1028 0.327
H -3.9142 3.6808 1.8558 0.402
H -8.0842 4.7017 2.2894 0.335
H 2.4693 2.1250 2.7290 0.336
H -8.1273 -4.3865 -4.2269 0.329
H -4.9422 4.4863 3.1970 0.326
H 3.6137 5.4622 -4.0942 0.316
H -6.5873 -3.9086 -4.7102 0.314
H 5.6643 -5.9978 -1.3219 0.335
H 5.3262 -2.5345 -2.6366 0.294
H 4.7109 6.6059 -5.8267 0.275
H 7.7475 -5.3155 0.1197 0.327
H 6.6588 -4.4278 -3.8542 0.349
H 3.6929 5.3034 -7.9626 0.290
H -7.2120 3.1073 3.8839 0.300
H -1.3686 -0.6372 -0.8538 0.232
H -0.6560 0.7652 -0.0750 0.234
H 0.7562 -3.1443 3.2272 0.327
H -8.9667 -2.2232 -3.7892 0.358
H 5.3841 5.1126 -6.4921 0.316
H -1.6199 -5.3493 5.4994 0.321
H 0.3382 -4.7182 7.4151 0.455
H 6.3153 -0.6803 0.4177 0.397
H 1.8149 4.1127 5.8597 0.367
H 0.3315 -4.8551 3.2040 0.352
H 2.8271 6.5005 -6.9967 0.405
```

# 3
Below is a cluster of 13 separate species, C27H58N13O21 in total, with properties calculated with wB97M-V/def2-TZVPD.

Calculated values
Net charge = +1
Energy relative to the best compared isomer or geometry (same formula, charge and spin) = 315.21 kJ/mol

The geometry in XYZ format:
```
119
Properties=species:S:1:pos:R:3:mulliken_charge:R:1
O 0.2261 5.3261 1.1360 -0.458
O -3.9055 0.3743 2.1108 -0.437
O -4.9095 0.1479 0.2402 -0.569
O 3.3947 2.5598 2.3216 -0.482
O -3.8911 -2.4732 4.3817 -0.576
O 0.2379 6.4433 2.9846 -0.477
O -4.2353 -3.3679 0.5542 -0.423
O 3.4624 -3.8261 0.9344 -0.523
O 0.3442 2.4138 -6.5220 -0.533
O 3.7984 0.8173 -0.9076 -0.469
O -0.4548 -6.9500 3.5153 -0.506
O -2.8591 -4.1055 -0.9780 -0.495
O -0.0415 -0.4174 5.1468 -0.503
O -1.7752 -2.9661 4.3614 -0.431
O 0.1196 1.0385 1.6075 -0.288
O -1.3210 -0.6486 6.7998 -0.556
O 5.4836 -4.5128 0.6278 -0.579
O 3.7513 2.6122 -2.0267 -0.523
O 1.0124 2.1486 -4.4667 -0.434
O 3.0367 1.1406 4.0026 -0.496
O 0.2544 -5.0402 2.7161 -0.420
N -1.1710 -0.2667 5.6520 0.929
N 4.1360 1.9485 -1.0758 0.985
N 1.0917 2.5727 -5.6208 0.847
N -2.9018 -3.2711 4.3134 0.938
N 0.4171 -6.2187 3.0033 0.747
N 0.1128 6.3771 1.8425 0.846
N -4.7600 -0.1234 1.4303 0.974
N -3.9466 4.5781 -2.5008 0.004
N 2.7969 2.2235 3.4531 0.817
N 4.4865 -3.8340 0.3877 0.944
N 5.2799 -1.7991 -4.5484 0.033
N -0.0595 0.2661 0.5376 1.100
N -3.8829 -3.6018 -0.6375 0.856
C -1.4767 -1.8242 1.1573 -1.189
C 2.2376 3.5356 -5.9060 -0.713
C -1.8021 1.0428 -0.8829 -3.194
C 1.7704 3.0772 4.0310 -0.543
C 0.9884 -1.5141 1.9697 -1.297
C -0.0572 -1.1295 0.7956 1.217
C -0.0779 -1.4214 -1.7974 -1.524
C 3.1608 -1.0376 -4.3810 0.026
C 0.5694 -1.9343 -0.5262 -1.387
C -2.1591 0.5908 4.9830 -0.900
C 0.3291 2.3320 -0.7106 -0.733
C 5.2454 2.3906 -0.3173 -1.231
C -0.3221 0.9500 -0.6759 1.706
C 4.6454 -2.7722 -5.1397 -0.450
C -1.8962 4.5205 -3.4842 -0.675
C 4.6084 -0.6959 -4.0002 -0.696
C 3.1122 -2.2319 -5.2231 -1.140
C 1.3994 -6.9928 2.1723 -0.792
C 4.4727 -3.1238 -0.9458 -0.100
C 0.2555 0.0653 -1.8759 -0.021
C -0.8012 7.4708 1.1817 -0.658
C -1.6384 4.9887 -2.0165 0.183
C -5.8557 -0.8786 2.0289 -0.741
C -3.0148 5.1055 -1.4881 -0.618
C -5.0530 -3.4525 -1.5855 -0.915
C -3.4540 4.4147 -3.6924 -0.432
C -3.2006 -4.7806 4.1162 -0.882
H 1.9854 4.4542 -5.2046 0.253
H -0.2777 8.2274 0.5403 0.269
H -1.8007 -1.3560 2.0842 0.031
H -2.3977 -5.1619 3.6429 0.254
H -1.5046 -3.0970 1.2235 0.173
H 4.1384 -2.1924 -0.8453 -0.301
H -4.1849 4.1904 -4.4422 0.426
H 0.1730 -2.0726 -2.6505 0.490
H -5.9469 -3.7012 -0.9985 0.288
H 1.7626 -1.8653 -0.1219 -0.229
H -1.0912 -1.5734 -1.7254 0.415
H 4.8916 -3.7555 -5.5365 0.407
H 2.2726 3.7285 -6.9252 0.361
H 3.2339 3.0585 -5.5508 0.212
H 2.2588 -0.5558 -4.1723 0.808
H 1.4807 -2.4442 2.0381 0.197
H -6.1359 -0.3153 2.8083 0.397
H -4.1967 -4.8489 3.6868 0.251
H -1.5376 7.1505 0.3266 0.087
H 3.6007 -3.7228 -1.6022 0.230
H 1.7239 -7.8851 2.5672 0.374
H -0.4559 5.1236 -1.5729 0.257
H -1.3572 7.8205 2.0174 0.407
H -3.1186 5.3829 -0.4194 0.320
H 0.0750 2.8536 -1.6846 0.040
H -6.7922 -1.0916 1.3572 0.197
H -2.8194 -0.1652 5.0068 0.470
H 5.4955 1.6396 0.0678 0.387
H 1.8381 -0.8340 1.8650 0.680
H -1.8782 1.0727 4.0276 0.148
H -3.1389 -5.0434 5.0713 0.471
H -2.3511 1.3357 5.7868 0.376
H 1.8167 4.1200 3.4434 0.188
H 5.1131 0.1165 -3.1642 0.071
H -4.8817 -2.5495 -2.2367 0.271
H 0.4153 -2.7778 -0.0510 1.668
H 5.8843 2.9412 -0.9058 0.373
H -2.3784 1.6037 -0.1991 0.739
H -5.2354 -1.7776 2.3219 0.187
H 0.8360 2.6120 3.8863 0.103
H 1.3103 2.5156 -0.1718 -0.031
H -4.8601 -4.2209 -2.2877 0.444
H -1.8936 1.5857 -1.8280 0.586
H 0.5484 -1.4163 2.9804 -0.082
H 1.4732 0.2550 -2.0477 -0.469
H 4.7916 3.0269 0.3215 0.464
H -0.4953 3.0326 -0.0532 0.240
H 2.2714 -6.3889 2.0627 0.234
H 6.2712 -1.6364 -4.3213 0.269
H -1.4007 4.2719 -4.4027 0.386
H 0.8725 -7.1592 1.3737 0.342
H 2.3515 -2.5789 -5.6841 0.697
H 2.1661 3.1872 4.9924 0.392
H -0.2362 0.3198 -2.8989 0.326
H -2.1435 -1.5591 0.4632 0.562
H -4.9167 4.6654 -2.3012 0.227
H 5.4252 -3.1304 -1.4504 0.358
H -2.3635 0.3243 -1.0707 1.168
```

# 4
Below is a cluster of 8 separate species, C27H58NO13 in total, with properties calculated with wB97M-V/def2-TZVPD.

Calculated values
Net charge = +1
Energy relative to the best compared isomer or geometry (same formula, charge and spin) = 26.58 kJ/mol

The geometry in XYZ format:
```
99
Properties=species:S:1:pos:R:3:mulliken_charge:R:1
O 0.8080 -1.5381 -4.6536 -0.368
O 1.9369 -2.5206 -0.4465 -0.497
O 2.2292 0.9582 -1.3921 -0.074
O -2.5599 4.2164 -0.6659 -0.399
O -2.0965 -0.6992 2.1326 -0.195
O -1.3313 2.3753 -0.1324 -0.448
O 1.8240 -0.2424 2.2339 -0.340
O -2.7287 -1.3633 -0.9326 -0.511
O 2.2662 -1.6565 3.9397 -0.277
O -4.6773 -1.4728 -2.2025 -0.342
O -0.7047 -0.2729 -3.2542 -0.293
O 3.7425 2.6198 -0.9221 -0.356
O -2.0861 0.1636 4.2088 -0.339
N -0.1016 -0.4367 -0.0607 1.254
C -1.3080 3.6038 -0.4176 0.546
C -5.4609 -0.2603 -4.1377 -1.564
C 2.7165 -2.5830 -4.0880 -1.509
C -0.7049 1.9855 5.2345 -1.468
C -0.2705 -0.7876 -4.3271 0.743
C 3.0360 1.8327 -1.7814 0.420
C -1.3651 1.3534 3.9678 0.308
C 0.9186 -3.1802 4.9256 -1.560
C -2.3531 -0.7403 3.3308 0.504
C 4.6278 3.5107 0.9735 -1.562
C -3.7711 3.4772 -0.6190 0.211
C 4.3690 -2.3540 -0.1851 -1.076
C 2.5967 -0.6899 3.1435 0.673
C -1.0927 -0.5193 -5.6434 -1.443
C -3.8558 -1.8453 -1.1214 0.635
C -4.5110 -2.8791 -0.3017 -0.840
C -4.7405 4.2112 -1.6171 -1.718
C 3.9041 -0.0200 3.3237 -1.051
C 2.9775 -2.9278 0.0728 0.862
C -0.0304 4.3840 -0.5941 -0.658
C 1.4677 -1.9645 -3.5327 0.642
C -4.1818 -0.6183 -3.1375 0.128
C 3.0484 -3.9661 1.2954 -1.491
C 0.8573 -1.9102 4.1929 0.704
C 3.2111 2.1941 -3.2330 -1.238
C -3.2574 -1.8463 3.8962 -1.135
C 3.7088 2.3986 0.4843 0.846
H 0.9327 -2.7405 -3.0833 0.446
H 0.8068 3.9717 0.1051 0.079
H 1.7149 -1.2343 -2.7321 -0.237
H 4.6618 4.4537 0.6064 0.473
H 3.5207 -4.8402 1.2645 0.645
H 3.1635 -1.7323 -4.5442 0.407
H -3.8992 -1.2603 4.3214 0.582
H 0.6529 0.0739 0.5036 -0.136
H -5.2848 0.6436 -4.7509 0.373
H 3.6102 0.9340 3.6391 0.349
H 0.4835 -1.1714 4.9794 0.035
H -2.6421 -2.3611 4.4988 0.351
H -0.0612 -3.3917 5.1112 0.503
H -5.5667 -2.6656 -0.1731 0.356
H -4.7145 5.2898 -1.3676 0.365
H 4.8333 -3.0256 -0.7970 0.559
H 0.4551 4.1600 -1.6349 0.171
H -4.1857 -3.7638 -0.6331 0.403
H 2.8378 3.1337 -3.5426 0.336
H 3.3925 -3.0050 -3.3225 0.234
H -0.3535 -0.2501 -6.4289 0.341
H -5.5176 -1.0426 -4.7783 0.434
H -2.1849 2.1476 3.6752 0.262
H -0.5530 1.1289 3.0360 -0.043
H -4.4660 4.3530 -2.5820 0.448
H -0.2139 -1.3167 0.4953 0.390
H 5.7808 3.2932 0.9846 0.299
H -4.0238 -2.8402 0.8371 -0.085
H 0.1559 -0.8647 -0.9284 -0.298
H -3.7669 0.3387 -2.7717 0.064
H 0.1051 1.3359 5.6096 0.292
H 2.5861 2.3345 0.6418 -0.088
H 4.1548 2.0047 -3.5170 0.393
H 4.4108 3.4788 2.0217 0.386
H 4.2988 0.0594 2.2700 -0.013
H -6.3050 0.0020 -3.6902 0.492
H 4.8662 -1.9406 0.7736 0.276
H -1.4005 2.1015 5.9826 0.429
H -1.0138 0.0842 -0.1151 0.170
H -4.2583 3.3481 0.2151 0.507
H -3.4782 -0.9669 -3.6722 0.293
H 1.2271 -4.0747 4.3074 0.259
H -3.8973 -2.4290 2.9160 0.048
H 0.0341 -2.0411 3.4273 -0.138
H -1.8560 0.2232 -5.5798 0.404
H -1.7473 -1.2877 -6.1895 0.337
H 4.4888 -0.6293 3.8413 0.506
H 4.4599 -1.4368 -0.8524 0.057
H 2.4971 1.4316 -3.5101 0.228
H -5.6154 3.8458 -1.5374 0.556
H 2.6540 -3.3837 -4.8341 0.356
H 1.9235 -3.9994 1.6070 0.205
H -0.0724 5.5394 -0.5590 0.357
H -3.7565 2.4899 -1.0120 -0.135
H -0.1691 2.8353 4.9597 0.436
H 3.4721 -3.5463 2.0573 0.417
H 4.1291 1.3886 0.6775 -0.180
H 1.6369 -3.1728 5.8173 0.318
```

Number 1: HOMO -4.14 eV, largest force on an atom 0.017 hartree/bohr, electronic energy -51986.6562 eV. Number 2: HOMO -10.67 eV, largest force on an atom 0.055 hartree/bohr, electronic energy -111285.0072 eV. Number 3: HOMO -9.60 eV, largest force on an atom 0.255 hartree/bohr, electronic energy -91254.2069 eV. Number 4: HOMO -12.35 eV, largest force on an atom 0.175 hartree/bohr, electronic energy -57033.3322 eV.